(1)
ORCA calculation (ωB97M-V with the def2-TZVPD basis set) on a molecular structure, C42H51CdF6IN2O3PS at a distorted geometry.

Last column: Löwdin spin population.
Element x y z (Å)
Cd  -0.6885  -0.9880  1.5271  0.000
C  5.5724  3.5156  -0.3868  0.011
C  5.3184  2.6056  -1.5975  0.015
C  6.2855  2.9821  -2.7412  0.003
C  5.4708  1.1809  -1.1507  0.129
C  6.7078  0.5751  -1.1159  -0.014
C  6.9666  -0.7784  -0.9122  0.170
C  5.9278  -1.6216  -0.8158  -0.006
C  4.6152  -1.2081  -0.8177  0.174
C  3.6613  -2.3068  -0.4199  0.018
C  2.3746  -2.3839  -1.3589  0.010
C  3.3069  -2.2606  1.0560  0.011
C  4.3597  0.2405  -0.7761  0.013
N  3.1095  0.5655  -0.4551  0.387
C  -0.8999  0.6873  2.8078  0.000
C  -1.8473  1.6080  2.5211  0.000
C  -2.1519  2.7656  3.3294  0.000
C  -3.1419  3.6236  3.0536  0.000
C  -3.8390  3.5819  1.8014  0.000
C  -3.6465  2.5449  0.9559  0.000
C  -2.7667  1.4282  1.3408  0.000
N  -2.7055  0.3208  0.7166  0.000
C  -3.6349  -0.0609  -0.2573  0.000
C  -3.3364  0.1794  -1.5785  0.000
C  -4.1077  -0.3710  -2.5876  0.000
C  -5.1784  -1.1959  -2.2805  0.000
C  -5.4886  -1.3743  -0.9686  0.000
C  -4.7609  -0.7880  0.0639  0.000
C  -5.1799  -1.0937  1.4491  0.000
C  -4.1296  -1.4629  2.4262  0.000
C  -6.0233  0.0997  1.9792  0.000
C  -2.0814  1.0364  -1.9508  0.000
C  -2.4219  2.2190  -2.9322  0.000
C  -1.0232  0.1050  -2.5110  0.000
H  5.5243  4.5745  -0.6580  0.002
H  6.5723  3.4193  0.0276  0.000
H  4.8169  3.2172  0.4034  0.000
H  4.2977  2.7925  -1.8680  0.001
H  7.3851  2.8520  -2.5383  0.000
H  6.0812  4.0659  -2.9631  0.000
H  6.0663  2.4431  -3.6197  0.000
H  7.5525  1.2130  -1.2594  -0.004
H  7.9696  -1.1536  -0.7691  0.010
H  6.0179  -2.6903  -0.5172  -0.004
H  4.1511  -3.2153  -0.6728  0.000
H  1.9528  -1.4297  -1.3292  0.000
H  1.7336  -3.1991  -1.1161  0.001
H  2.6411  -2.5317  -2.4587  0.000
H  3.1144  -1.2257  1.3787  0.001
H  4.1715  -2.6645  1.6082  0.000
H  2.4486  -2.9345  1.1948  0.001
H  -0.2923  0.7413  3.7055  0.000
H  -1.6345  2.8416  4.2809  0.000
H  -3.4868  4.4438  3.6832  0.000
H  -4.5006  4.3649  1.5007  0.000
H  -4.1960  2.4927  0.0068  0.000
H  -3.8019  -0.2595  -3.5856  0.000
H  -5.7340  -1.5965  -3.0701  0.000
H  -6.2733  -2.0958  -0.7531  0.000
H  -5.9500  -1.8914  1.4009  0.000
H  -3.4293  -0.5930  2.6642  0.000
H  -3.5237  -2.3084  2.1674  0.000
H  -4.6038  -1.8006  3.3454  0.000
H  -5.4908  1.0499  2.0941  0.000
H  -6.3836  -0.2378  2.9601  0.000
H  -6.9520  0.3350  1.4281  0.000
H  -1.6642  1.5649  -1.0418  0.000
H  -2.7491  1.8968  -3.9244  0.000
H  -1.5337  2.7429  -3.1994  0.000
H  -3.1313  2.9160  -2.5698  0.000
H  -1.2089  -0.3782  -3.4871  0.000
H  -0.7220  -0.6421  -1.7806  0.000
H  -0.1288  0.6958  -2.5847  0.000
I  -0.4157  8.1712  -0.5794  0.001
C  0.3561  6.2493  -0.4003  0.003
C  -0.5393  5.2984  0.1230  -0.001
C  -0.1271  3.9427  0.0154  0.002
C  1.1889  3.6112  -0.3306  -0.001
C  2.1106  4.6343  -0.6097  0.002
C  1.6868  5.9309  -0.6930  0.000
C  1.5560  2.1684  -0.2195  0.012
O  2.8531  1.9632  -0.4291  0.044
O  0.7138  1.2400  -0.1195  0.008
H  -1.5179  5.5549  0.5065  0.000
H  -0.8645  3.2154  0.3747  0.000
H  3.0607  4.2585  -0.9003  0.000
H  2.2614  6.7690  -1.0576  0.000
O  -0.4710  -2.3718  -0.0584  0.000
S  -1.6113  -3.2944  -0.6687  0.000
C  -1.8912  -4.6289  0.4827  0.000
C  -1.1532  -5.8966  0.0324  0.000
C  -0.0034  -5.4101  -0.7950  0.000
C  -0.6746  -4.3593  -1.7622  0.000
H  -2.9615  -4.7759  0.5890  0.000
H  -1.4756  -4.2903  1.4452  0.000
H  -1.7959  -6.5587  -0.5611  0.000
H  -0.9015  -6.4144  0.9863  0.000
H  0.4579  -6.1898  -1.4591  0.000
H  0.7471  -4.9228  -0.1851  0.000
H  -1.4228  -4.9160  -2.2974  0.000
H  -0.0382  -3.7207  -2.3513  0.000
F  -1.1939  -3.0336  3.1035  0.000
P  0.2066  -3.8849  3.6866  0.000
F  0.6385  -4.1008  2.1324  0.000
F  -0.7424  -5.2237  3.4828  0.000
F  1.5790  -4.6136  4.1307  0.000
F  0.9554  -2.4684  3.7089  0.000
F  -0.2998  -3.7186  5.1799  0.000

Results
multiplicity = 2
total energy = -102599.7856 eV
energy above the lowest of the compared OMol25 structures with the same formula, charge and spin = 356.4 kJ/mol
⟨S²⟩ = 0.80


(2)
ORCA calculation (ωB97M-V with the def2-TZVPD basis set) on a molecular structure, C42H51N4O2STeW.

Last column: Löwdin spin population.
Element x y z (Å)
W  0.9597  -0.5529  1.8887  0.884
C  1.4595  -0.5583  5.0577  0.004
N  0.5685  -1.1524  4.0331  0.002
C  -0.8380  -0.7923  4.3824  0.001
C  0.7008  -2.6449  4.0501  0.004
C  -0.0290  -3.1975  2.8618  0.014
C  -0.8604  -4.2999  2.9357  -0.002
C  -1.5368  -4.7225  1.7937  0.015
C  -1.4061  -4.0282  0.6003  -0.001
C  -0.5897  -2.9046  0.5371  0.019
C  0.1227  -2.4712  1.6646  0.013
H  1.1250  -0.8627  6.0512  0.000
H  1.4271  0.5268  4.9825  0.000
H  2.4763  -0.9079  4.9029  0.000
H  -1.0814  -1.2190  5.3576  0.000
H  -1.5212  -1.1791  3.6310  0.000
H  -0.9298  0.2910  4.4336  0.000
H  0.3451  -3.0317  5.0082  0.000
H  1.7683  -2.8685  3.9808  0.001
H  -0.9939  -4.8290  3.8715  0.000
H  -2.1891  -5.5843  1.8459  0.001
H  -1.9587  -4.3467  -0.2740  0.000
H  -0.5359  -2.3394  -0.3891  0.001
C  5.5258  -1.3741  3.3319  0.000
N  5.0894  -0.0983  2.7613  0.003
C  6.0869  0.9744  2.6906  0.000
C  3.8606  0.1133  2.3986  0.002
O  2.9545  -0.7805  2.4995  0.003
H  6.5155  -1.6038  2.9448  0.000
H  4.8290  -2.1580  3.0553  0.000
H  5.5800  -1.2930  4.4173  0.000
H  6.9609  0.6129  2.1535  0.000
H  6.3788  1.2666  3.6981  0.000
H  5.6696  1.8310  2.1682  0.000
H  3.6157  1.0945  1.9991  0.000
C  -6.3623  -0.7011  -5.4629  0.000
C  -5.4273  -0.1970  -4.3995  0.000
C  -5.3031  -0.8469  -3.1826  0.000
C  -4.4553  -0.3865  -2.1775  0.000
C  -4.4126  -1.1949  -0.9030  0.000
C  -3.7148  0.7785  -2.4077  0.000
Te  -2.4183  1.5138  -0.9210  -0.002
N  -0.3696  0.6064  1.6236  -0.055
C  0.1565  1.7098  2.2769  0.004
O  1.3958  1.5780  2.5455  0.014
C  -0.5892  2.8517  2.7613  0.000
C  -1.9839  2.8412  2.6742  0.001
C  -2.7047  3.9243  3.1444  0.000
C  -2.0291  5.0161  3.6756  0.002
C  -0.6377  5.0340  3.7472  0.000
C  0.0893  3.9508  3.2959  0.002
C  -0.6209  1.5221  -2.0504  0.000
C  0.2392  2.6228  -1.9812  0.000
C  0.0064  3.8223  -1.0939  0.000
C  1.3956  2.6303  -2.7626  0.000
C  1.7120  1.5919  -3.6202  0.000
C  2.9308  1.6453  -4.5020  0.000
C  0.8575  0.4921  -3.6501  0.000
C  -0.2880  0.4261  -2.8701  0.000
C  -1.1081  -0.8360  -2.9385  0.000
C  -3.8314  1.4674  -3.6271  0.000
C  -3.0626  2.7247  -3.9396  0.000
C  -4.6769  0.9570  -4.6018  0.000
H  -6.6830  -1.7215  -5.2586  0.000
H  -5.8898  -0.6792  -6.4450  0.000
H  -7.2547  -0.0749  -5.5169  0.000
H  -5.8808  -1.7479  -3.0033  0.000
H  -4.4188  -2.2611  -1.1372  0.000
H  -5.2952  -0.9983  -0.2903  0.000
H  -3.5345  -0.9791  -0.2969  0.000
H  -2.4832  1.9859  2.2358  0.000
H  -3.7843  3.9267  3.0877  0.000
H  -2.5911  5.8693  4.0324  0.000
H  -0.1290  5.8972  4.1535  0.000
H  1.1696  3.9459  3.3415  0.000
H  -0.9855  3.8336  -0.6475  0.000
H  0.1255  4.7468  -1.6602  0.000
H  0.7431  3.8477  -0.2856  0.000
H  2.0465  3.4977  -2.7165  0.000
H  3.4302  2.6102  -4.4313  0.000
H  2.6646  1.4796  -5.5465  0.000
H  3.6609  0.8766  -4.2331  0.000
H  1.0841  -0.3381  -4.3137  0.000
H  -0.4777  -1.6793  -3.2295  0.000
H  -1.9171  -0.7620  -3.6675  0.000
H  -1.5796  -1.0513  -1.9771  0.000
H  -3.0105  3.3893  -3.0765  0.000
H  -3.5358  3.2631  -4.7590  0.000
H  -2.0357  2.4987  -4.2371  0.000
H  -4.7623  1.4852  -5.5453  0.000
S  1.8754  -0.1384  -0.3621  0.036
C  2.5858  -1.5388  -1.0863  0.010
N  2.4133  -2.7851  -0.6100  0.009
C  2.9053  -3.8991  -1.2019  0.002
C  3.6333  -3.7967  -2.3495  0.006
C  3.8424  -2.5182  -2.8858  0.002
C  3.3292  -1.4032  -2.2659  0.005
H  1.8301  -2.9013  0.2175  0.001
H  2.6706  -4.8327  -0.7115  0.000
H  4.0236  -4.6841  -2.8240  0.000
H  4.4097  -2.4040  -3.8004  0.000
H  3.4683  -0.4132  -2.6750  0.000

Results
multiplicity = 2
total energy = -74379.4061 eV
energy above the lowest of the compared OMol25 structures with the same formula, charge and spin = 0.0 kJ/mol
charge = +2
⟨S²⟩ = 0.76


(3)
ORCA calculation (ωB97M-V with the def2-TZVPD basis set) on a molecular structure, C42H52Cl2F10N6O8PRb at a distorted geometry.

Last column: Mulliken charge in e.
Element x y z (Å)
Rb  -21.2177  8.2788  -7.3443  0.149
O  -19.2519  3.8289  -9.2418  -0.572
C  -19.3255  5.0389  -8.6491  0.770
O  -20.1314  5.2895  -7.7863  -0.461
C  -18.3114  5.9749  -9.2638  -0.808
O  -18.3804  7.1259  -8.4949  0.223
C  -17.5744  8.2390  -8.9514  -0.478
C  -17.6941  9.2894  -7.7755  0.145
O  -16.8215  9.2262  -6.9105  -0.852
O  -18.7207  9.9500  -7.9585  -0.435
H  -19.9564  3.2895  -8.8397  0.398
H  -18.6517  6.1280  -10.3144  0.289
H  -17.3333  5.4660  -9.2900  0.338
H  -17.9351  8.6482  -9.9324  0.206
H  -16.5084  7.8974  -9.0346  0.278
C  -20.8836  10.3657  -10.6664  -1.151
N  -22.0653  10.3542  -9.7991  1.158
C  -22.0007  11.5099  -8.8931  -1.115
C  -23.2290  12.0240  -8.2423  -1.265
N  -23.8315  11.2279  -7.2004  -0.441
C  -24.9892  11.7230  -6.7548  0.982
C  -25.6133  12.9925  -7.0384  0.198
F  -24.8827  13.8911  -7.7432  -0.365
C  -26.8319  13.4136  -6.5127  -0.151
F  -27.3348  14.6020  -6.8865  -0.329
C  -27.5774  12.5526  -5.6919  0.582
F  -28.7391  12.9028  -5.1430  -0.342
C  -27.0609  11.2918  -5.4393  -0.058
F  -27.7650  10.3318  -4.7687  -0.331
C  -25.7870  10.9497  -5.8516  -0.101
F  -25.2172  9.8379  -5.3106  -0.321
C  -23.3452  10.0705  -10.4288  -0.323
C  -23.3457  9.0877  -11.6202  -1.459
N  -22.8073  7.7650  -11.3274  -0.071
C  -23.5576  6.7061  -11.4660  -0.348
C  -22.9794  5.4328  -10.9065  0.736
F  -21.7794  5.6972  -10.2296  0.030
C  -22.8003  4.1025  -11.7702  0.692
F  -21.4735  3.9112  -12.2123  -0.507
C  -25.1382  4.2867  -12.8117  -0.228
F  -25.9910  3.2696  -12.9320  -0.441
C  -25.6629  5.5387  -12.4517  0.241
F  -26.9911  5.6410  -12.5025  -0.359
C  -24.9511  6.5950  -11.8866  0.208
F  -25.7137  7.6637  -11.5624  -0.448
H  -19.9855  10.6146  -10.0563  0.423
H  -20.6888  9.3936  -11.1460  0.157
H  -20.9570  11.1313  -11.4788  0.285
H  -21.2697  11.3158  -8.1231  0.377
H  -21.5655  12.3548  -9.4706  0.228
H  -22.8951  12.9799  -7.7819  0.564
H  -23.9844  12.3320  -8.9768  0.527
H  -23.9820  9.6630  -9.6153  0.138
H  -23.8304  10.9983  -10.7595  0.170
H  -24.3880  9.0687  -12.0265  0.461
H  -22.7156  9.5279  -12.4084  0.473
Cl  -23.7793  5.7431  -5.4918  -0.127
C  -25.1801  6.7361  -5.8740  -0.342
Cl  -25.1523  7.2014  -7.5664  -0.043
H  -25.1308  7.6364  -5.2492  0.154
H  -26.1110  6.1666  -5.7253  0.373
O  -22.3254  10.6371  -4.9626  -0.368
H  -22.9060  10.8681  -5.7650  0.264
H  -22.8702  10.1614  -4.3183  0.182
C  -24.4859  3.1836  -8.4293  -1.405
C  -23.8096  3.6698  -9.6492  0.956
O  -23.9124  5.0040  -9.8755  -0.042
C  -23.2282  3.0585  -10.7150  -0.176
C  -23.1874  1.6672  -10.8754  -0.906
C  -23.0638  1.0178  -12.0772  -0.529
C  -23.1975  1.5453  -13.3928  -0.273
C  -23.3868  2.8086  -13.8434  -1.298
C  -23.6714  4.0651  -13.0768  0.732
H  -25.2736  3.8993  -8.1827  0.225
H  -23.7486  3.1092  -7.6116  0.190
H  -24.9381  2.2125  -8.6372  0.517
H  -23.3093  1.0600  -9.9621  0.316
H  -22.8719  -0.0667  -12.0552  0.288
H  -23.1168  0.7551  -14.1386  0.285
H  -23.4986  2.9250  -14.9451  0.269
H  -23.2685  4.8676  -13.7237  0.643
O  -20.4588  7.5751  -4.4121  -0.501
P  -19.1483  7.6932  -3.6903  -1.075
N  -18.0432  6.5874  -4.2669  0.438
C  -18.5535  5.2959  -4.7764  -0.384
C  -17.3309  4.4765  -5.2654  -0.464
C  -16.1833  5.4972  -5.3212  -0.819
C  -16.6678  6.8212  -4.7237  0.252
N  -18.5129  9.2570  -3.7713  0.961
C  -17.1270  9.7345  -3.8198  -0.033
C  -17.2150  11.1706  -3.2611  -0.812
C  -18.5544  11.6909  -3.7341  -0.668
C  -19.4331  10.4326  -3.6652  -0.291
N  -19.4342  7.2671  -2.1102  0.415
C  -18.4233  7.3633  -1.0527  -0.381
C  -19.1762  7.0229  0.2883  -0.668
C  -20.5835  7.4992  0.0056  -0.689
C  -20.8129  7.2446  -1.4910  -0.409
H  -19.2444  5.4548  -5.6121  0.154
H  -19.1012  4.7530  -4.0010  0.336
H  -17.5394  3.9687  -6.2145  0.212
H  -17.1438  3.6562  -4.5812  0.312
H  -15.8802  5.6392  -6.3487  0.322
H  -15.2763  5.1276  -4.8516  0.332
H  -16.5617  7.6069  -5.4904  -0.210
H  -16.0022  7.1170  -3.8825  0.106
H  -16.8057  9.7727  -4.8861  0.028
H  -16.4269  9.0786  -3.2495  0.135
H  -16.4113  11.8179  -3.6152  0.395
H  -17.1133  11.1301  -2.1692  0.276
H  -18.5247  12.0550  -4.7752  0.259
H  -18.9821  12.5060  -3.1418  0.412
H  -20.2434  10.4602  -4.4094  0.075
H  -19.9193  10.4329  -2.6863  0.240
H  -18.0335  8.3862  -0.9510  0.174
H  -17.5445  6.7151  -1.2406  0.218
H  -18.6587  7.4465  1.1435  0.386
H  -19.1847  5.9249  0.4038  0.262
H  -20.6756  8.5641  0.2068  0.272
H  -21.3544  7.0170  0.6323  0.380
H  -21.5193  7.9780  -1.9104  0.164
H  -21.2362  6.2640  -1.6988  0.335

Results
multiplicity = 1
total energy = -131881.9072 eV
charge = -2